# 1
37
Properties=species:S:1:pos:R:3:forces:R:3:mulliken_charge:R:1 method="wB97M-V/def2-TZVPD" smiles="C=CCCCNC=O.O.O.O.O.O.O" homo_lumo_gap_ev=9.698
C 1.414 -2.927 -0.753 0.6 1.4 0.6 -0.839
C 0.651 -2.541 -1.776 0.6 -0.6 1.4 0.140
C 1.080 -1.524 -2.802 1.2 -0.7 -0.9 -1.231
C 1.582 -0.120 -2.359 -2.8 -2.6 1.6 0.232
C 0.314 0.525 -1.716 0.4 2.4 -1.0 -0.793
N 0.473 0.953 -0.323 0.9 -0.1 -2.8 0.396
C 1.205 2.065 -0.015 -2.8 -2.2 2.3 -0.045
O 1.246 2.317 1.191 1.5 1.7 -1.0 -0.632
H 2.281 -2.339 -0.432 0.1 -0.2 -0.5 0.179
H 1.219 -3.699 -0.030 -0.6 -0.4 -0.2 0.312
H -0.254 -3.132 -1.828 -0.3 0.3 -0.8 0.294
H 1.947 -1.998 -3.287 -0.3 0.0 -0.2 0.504
H 0.318 -1.480 -3.557 -0.4 0.4 -0.4 0.374
H 2.237 -0.429 -1.542 0.0 0.4 -0.9 -0.249
H 2.018 0.371 -3.210 0.3 0.5 0.0 0.403
H 0.072 1.462 -2.312 0.0 -1.0 0.4 0.310
H -0.583 -0.105 -1.763 0.6 0.1 -0.1 0.356
H -0.241 0.556 0.255 0.3 0.4 1.1 0.146
H 1.545 2.620 -0.911 0.5 0.1 0.6 0.394
O 3.785 -0.009 -0.173 0.2 1.3 0.0 -0.636
H 3.024 0.290 -0.684 -0.1 -0.5 0.2 0.300
H 4.139 0.887 -0.044 0.7 -0.5 0.5 0.267
O -3.165 -0.527 2.190 0.1 -1.9 0.7 -0.640
H -2.290 -0.361 2.564 -0.4 1.3 -0.2 0.342
H -3.668 0.198 1.840 0.6 0.8 0.2 0.294
O -2.329 0.695 -0.292 -0.8 -0.6 -0.2 -0.632
H -3.295 0.783 -0.340 0.3 0.4 -0.1 0.333
H -2.274 -0.277 -0.402 0.2 0.2 0.1 0.283
O -2.684 -2.132 0.098 0.3 -0.1 -0.4 -0.647
H -2.626 -3.090 0.112 0.1 0.0 0.0 0.285
H -2.439 -1.820 0.979 -0.5 0.0 0.2 0.301
O -0.154 0.428 2.549 -0.6 -0.5 0.4 -0.615
H 0.482 1.159 2.447 0.3 -0.4 -0.5 0.284
H 0.306 -0.408 2.665 0.5 0.3 0.0 0.237
O -1.680 2.647 2.343 -1.1 1.3 -0.2 -0.614
H -0.963 2.471 2.947 0.0 -0.7 -0.2 0.321
H -1.906 1.919 1.758 0.7 -0.3 0.3 0.286

=====

# 2
15
Properties=species:S:1:pos:R:3:forces:R:3:mulliken_charge:R:1 method="wB97M-V/def2-TZVPD" smiles=C#CC[C@H](C)C#C homo_lumo_gap_ev=10.960
C 2.953 0.798 -0.232 -0.5 0.1 -0.1 0.093
C 1.768 0.936 -0.404 0.5 -0.1 0.1 -0.382
C 0.307 1.033 -0.501 0.0 0.0 0.0 -0.893
C -0.339 -0.093 0.340 0.0 -0.1 0.1 0.583
C -0.102 -1.473 -0.302 0.0 -0.1 0.0 -1.286
C -1.764 0.131 0.625 -0.4 0.1 0.2 -1.066
C -2.908 0.238 0.989 0.4 0.0 -0.2 0.134
H 4.003 0.681 -0.075 -0.2 0.0 -0.1 0.398
H -0.016 0.950 -1.547 0.1 0.0 0.2 0.350
H -0.022 2.014 -0.141 0.1 -0.2 0.0 0.359
H 0.160 -0.074 1.316 -0.1 0.0 -0.1 0.221
H -0.149 -1.407 -1.395 -0.1 0.0 0.2 0.316
H 0.884 -1.858 -0.027 -0.1 0.1 -0.1 0.345
H -0.860 -2.188 0.027 0.1 0.1 0.0 0.390
H -3.917 0.312 1.328 0.2 0.0 -0.1 0.437

=====

# 3
23
Properties=species:S:1:pos:R:3:forces:R:3:mulliken_charge:R:1 method="wB97M-V/def2-TZVPD" s_squared=0.761 total_charge=+1 spin_multiplicity=2 homo_lumo_gap_ev="10.682 / 6.775"
C -1.978 0.869 2.127 -0.5 0.5 1.1 -1.074
C 0.571 0.374 1.805 2.5 0.5 1.1 -0.372
C -0.611 1.186 1.723 -1.0 0.2 -0.4 0.831
C 0.971 2.343 0.918 1.0 -0.7 -1.1 -0.077
N 1.551 1.140 1.326 -0.3 0.4 -0.2 0.049
N -0.311 2.358 1.115 -0.2 -0.2 0.4 -0.424
H 1.025 -0.399 2.421 -1.4 -0.8 -0.2 0.365
H 2.537 0.882 1.318 -0.3 0.2 -0.1 0.234
H -2.612 0.617 1.271 0.1 -0.3 0.1 0.287
H -2.443 1.743 2.591 0.1 0.4 -0.5 0.384
H 1.573 3.018 0.325 -0.2 0.4 0.3 0.405
H -2.048 0.180 2.964 0.2 -0.8 -0.5 0.360
C 0.183 -0.982 -1.227 -0.5 -0.8 -0.9 0.643
C 0.125 -2.511 -1.423 0.5 -0.6 0.0 -1.198
C 0.169 -0.268 -2.577 0.5 0.1 -0.1 -1.515
H -0.754 -0.753 -0.708 0.4 0.6 0.4 -0.068
H 1.100 -0.712 -0.704 -0.2 0.1 0.4 0.096
H 1.059 -3.017 -1.182 0.2 0.2 0.1 0.290
H 1.065 -0.499 -3.156 0.0 -0.3 0.0 0.378
H -0.060 -2.793 -2.461 -0.2 0.2 0.0 0.335
H -0.611 -3.018 -0.795 -0.1 0.3 -0.1 0.327
H -0.685 -0.574 -3.174 -0.2 0.1 0.0 0.386
H 0.185 0.816 -2.495 -0.3 0.2 0.1 0.358

=====

# 4
114
Properties=species:S:1:pos:R:3:forces:R:3:mulliken_charge:R:1 method="wB97M-V/def2-TZVPD" s_squared=6.020 total_charge=+2 spin_multiplicity=5 homo_lumo_gap_ev="8.324 / 5.516"
Pd 11.923 12.670 10.134 0.4 0.2 1.8 0.846
Cl 15.160 16.436 14.931 -0.1 -0.6 -0.2 -0.108
C 15.095 15.003 13.951 0.0 0.3 -0.2 -0.201
C 13.907 14.262 13.849 -0.3 0.1 -0.1 0.470
Cl 12.498 14.716 14.726 0.2 0.1 0.3 -0.079
C 13.810 13.173 12.983 1.1 0.6 -0.3 -0.698
Cl 12.229 12.413 12.703 1.6 0.1 0.2 0.436
C 14.964 12.822 12.236 -0.7 -1.1 -0.9 -1.275
O 14.907 11.740 11.398 -0.8 1.0 0.1 -0.602
C 16.141 13.577 12.283 -0.2 0.2 0.3 0.782
Cl 17.499 13.130 11.281 -0.8 0.3 0.6 -0.097
C 16.209 14.673 13.159 0.0 -0.6 0.0 0.507
Cl 17.694 15.498 13.303 -0.2 0.2 0.1 -0.111
C 14.818 15.494 7.296 0.0 -0.3 -0.4 -1.259
Si 12.927 15.311 7.434 1.6 2.7 -1.0 -0.109
C 12.590 17.058 8.175 -0.5 0.3 0.6 -1.103
C 12.325 15.594 5.649 -0.5 -0.9 -0.5 -1.004
C 12.273 13.746 8.225 -0.2 -1.0 -0.1 1.706
Si 13.377 12.278 7.749 2.1 -1.5 -1.7 0.056
C 13.285 10.457 8.289 -0.4 -0.1 0.7 -0.396
C 13.280 11.873 5.869 -0.4 0.6 -0.4 -0.884
C 15.223 12.585 8.109 0.2 -0.2 0.0 -0.450
Si 10.434 13.885 8.090 -2.3 1.7 -1.7 -0.185
C 9.658 15.647 8.198 0.7 0.3 -0.3 -1.221
C 9.712 13.266 6.448 0.5 0.0 -1.3 -1.296
C 9.282 13.252 9.384 0.4 -1.1 1.7 0.276
C 7.892 13.281 9.253 -0.2 -0.1 1.1 -0.975
C 7.099 13.009 10.388 0.6 0.2 -0.2 -0.905
C 7.722 12.718 11.623 0.2 0.1 -0.8 -1.324
C 9.121 12.609 11.640 -0.3 0.5 -0.2 -0.347
N 9.897 12.896 10.559 -3.1 0.2 -0.3 1.754
H 14.978 16.509 6.862 -0.3 -0.7 0.2 0.498
H 15.270 14.752 6.607 -0.1 0.6 0.4 0.332
H 15.353 15.496 8.256 -0.1 -0.1 -0.2 0.272
H 12.259 17.720 7.339 0.2 -0.5 0.5 0.484
H 13.534 17.491 8.567 -0.5 -0.4 -0.2 0.415
H 11.835 17.163 8.979 0.3 -0.1 -0.4 0.226
H 13.046 16.297 5.182 -0.4 -0.4 0.4 0.459
H 11.319 16.066 5.621 0.6 -0.3 -0.1 0.355
H 12.300 14.670 5.017 0.0 0.8 0.4 0.278
H 14.073 9.933 7.702 -0.5 0.6 0.3 0.582
H 13.574 10.386 9.347 -0.2 -0.3 -0.2 -0.896
H 12.325 9.954 8.094 0.4 0.1 0.2 -0.061
H 12.263 11.520 5.555 0.9 0.3 0.2 0.252
H 14.018 11.049 5.688 -0.6 0.7 0.3 0.444
H 13.575 12.747 5.249 -0.2 -0.6 0.2 0.353
H 15.413 13.313 8.905 0.1 -0.1 -0.2 -0.094
H 15.758 12.899 7.183 -0.4 -0.2 0.8 0.581
H 15.681 11.627 8.452 -0.4 0.6 -0.3 0.065
H 10.130 16.281 7.421 -0.5 -0.1 0.5 0.423
H 9.801 16.139 9.179 -0.1 -0.2 -0.5 0.244
H 8.563 15.588 7.990 0.9 -0.1 0.1 0.509
H 10.501 12.837 5.759 -1.0 0.5 0.7 0.336
H 9.264 14.163 5.921 0.6 -0.9 0.5 0.433
H 8.900 12.513 6.552 0.6 0.4 0.1 0.439
H 7.452 13.596 8.304 0.1 -0.3 0.3 0.548
H 6.010 13.066 10.309 0.4 0.0 0.1 0.449
H 7.116 12.599 12.535 0.5 -0.1 -0.5 0.467
H 9.648 12.345 12.551 -0.1 0.0 0.0 0.617
N 15.218 18.580 11.625 0.0 0.6 -0.2 -0.426
C 15.044 17.299 11.256 1.3 -0.8 -0.8 0.382
O 15.980 16.603 10.812 -2.1 0.8 0.7 -0.572
C 13.635 16.798 11.448 -0.3 -0.2 0.3 0.634
C 12.685 17.446 12.266 -0.1 -0.9 -0.5 -0.955
C 11.416 16.870 12.375 0.1 -0.4 -0.2 -1.623
C 11.149 15.629 11.770 0.7 1.1 -0.2 -0.754
N 12.065 15.038 10.992 0.1 -0.2 -0.3 2.138
C 13.254 15.619 10.805 0.1 0.2 0.3 -0.667
H 16.104 18.986 11.365 0.1 0.1 0.1 0.317
H 14.434 19.220 11.689 0.3 -0.3 0.0 0.184
H 12.913 18.338 12.848 0.0 -0.2 -0.3 0.509
H 10.654 17.365 12.960 -0.1 -0.1 0.1 0.503
H 10.190 15.130 11.857 0.1 0.1 0.1 0.362
H 13.937 15.121 10.112 0.0 0.2 0.3 0.015
C 11.187 7.191 12.676 0.0 -0.5 0.0 -1.298
Si 10.539 8.982 12.771 -0.1 -1.3 2.1 0.910
C 8.692 8.869 13.187 -0.4 0.2 -0.3 -1.097
C 11.295 9.644 14.393 0.4 0.3 -0.4 -1.012
As 10.948 10.250 10.787 -0.1 -0.7 -0.6 -0.422
Si 9.530 9.173 9.210 -1.3 -1.0 -1.5 0.827
C 9.880 9.652 7.385 0.2 -0.5 0.0 -1.049
C 7.659 9.493 9.485 -0.1 0.4 0.3 -1.138
C 9.684 7.297 9.205 0.2 -0.8 0.3 -1.220
Si 15.565 10.234 11.793 0.8 -1.0 0.3 0.752
C 16.080 10.484 13.587 0.1 -0.1 0.3 -1.090
C 16.973 9.908 10.578 0.6 -0.6 0.5 -1.204
C 14.310 8.823 11.593 0.2 0.0 -0.2 -0.265
H 10.348 6.463 12.818 0.5 0.7 -0.2 0.393
H 11.900 6.996 13.513 -0.4 0.3 -0.6 0.454
H 11.700 6.909 11.749 -0.1 0.1 0.1 0.336
H 8.598 8.472 14.229 0.3 0.3 -0.7 0.367
H 8.147 8.162 12.527 0.2 0.5 0.3 0.346
H 8.197 9.864 13.163 0.1 -0.6 0.0 0.219
H 11.249 8.802 15.123 -0.1 0.6 -0.5 0.424
H 10.738 10.516 14.784 0.3 -0.4 -0.1 0.318
H 12.362 9.928 14.290 -0.5 -0.1 0.1 0.133
H 10.198 10.695 7.282 -0.1 -0.1 -0.2 -0.110
H 8.951 9.482 6.788 0.6 0.2 0.5 0.496
H 10.659 8.980 6.932 -0.6 0.7 0.5 0.402
H 7.314 10.294 8.801 0.2 -0.3 0.4 0.372
H 7.333 9.746 10.516 0.3 -0.1 -0.6 0.260
H 7.103 8.576 9.208 0.4 0.3 0.0 0.454
H 10.703 6.944 8.949 -0.4 0.2 0.1 0.364
H 9.003 6.879 8.411 0.5 0.6 0.7 0.329
H 9.406 6.811 10.169 0.1 0.3 -0.6 0.325
H 15.241 10.881 14.202 0.5 -0.2 -0.4 0.282
H 16.909 11.220 13.639 -0.4 -0.4 0.0 0.306
H 16.429 9.555 14.080 -0.2 0.4 -0.3 0.438
H 17.030 10.689 9.814 -0.1 -0.2 0.0 0.292
H 16.893 8.904 10.086 0.0 0.8 0.4 0.367
H 17.963 9.930 11.112 -0.9 0.0 -0.4 0.377
H 13.333 9.020 12.059 0.3 -0.1 0.0 -0.756
H 14.738 7.895 12.050 -0.3 0.7 -0.3 0.508
H 14.153 8.600 10.515 0.0 0.1 0.6 0.351

=====

# 5
22
Properties=species:S:1:pos:R:3:forces:R:3:mulliken_charge:R:1 method="wB97M-V/def2-TZVPD" smiles=CCN(C)C(C)C homo_lumo_gap_ev=9.506
C -2.416 -0.118 1.469 0.4 0.6 0.2 -1.016
C -0.888 -0.128 1.317 0.1 0.1 -1.0 -0.259
N -0.506 -0.288 -0.098 1.6 -0.4 -0.3 -0.088
C -0.848 0.742 -1.030 -1.9 0.7 -0.8 -0.987
C 0.965 -0.509 -0.197 -0.8 0.1 0.4 0.494
C 1.855 0.683 0.239 0.7 -0.3 0.1 -1.357
C 1.457 -1.023 -1.530 0.8 0.1 -1.2 -1.715
H -2.800 0.818 1.904 0.2 -0.2 -0.2 0.276
H -2.740 -0.925 2.135 -0.1 0.0 -0.5 0.301
H -2.806 -0.193 0.452 -0.4 -0.4 0.4 0.291
H -0.443 -0.996 1.801 -0.1 0.0 0.2 0.309
H -0.374 0.751 1.711 -0.3 0.3 0.4 0.211
H -0.523 1.778 -0.839 0.4 -0.2 0.4 0.302
H -1.950 0.835 -1.153 0.5 -0.1 0.3 0.334
H -0.528 0.486 -2.049 0.2 -0.1 0.4 0.318
H 1.170 -1.335 0.488 -0.2 0.1 0.3 0.314
H 2.715 0.225 0.735 0.0 0.3 0.2 0.394
H 1.426 1.425 0.915 -0.2 -0.3 0.1 0.354
H 2.305 1.258 -0.571 -0.4 -0.1 -0.3 0.344
H 1.730 -0.249 -2.272 0.0 0.1 0.6 0.375
H 0.819 -1.667 -2.140 -0.4 -0.3 0.7 0.380
H 2.379 -1.570 -1.287 -0.1 0.1 -0.4 0.425

=====

Ordered maximum force results: 4.27, 0.53, 2.72, 3.33, 2.22; unit eV/Å.
Ordered energy relative to the best compared isomer or geometry (same formula, charge and spin) results: 47.7, 87.2, 12.9, 3.9, 28.6; unit kcal per mole.